# 1
ORCA calculation (ωB97M-V/def2-TZVPD) on C38H52AsBaCl2N5S as an isolated structure.

Summary:
Highest occupied orbital energy in eV: -6.80
Orbital gap in eV: 7.017

Last column: Löwdin charge in e.
CARTESIAN COORDINATES (ANGSTROEM)
1 Ba -1.355 -0.085 0.286  1.442
2 C -3.284 1.929 -2.720  -0.161
3 C -4.003 0.633 -2.327  -0.224
4 N -4.030 0.343 -0.885  -0.141
5 C -4.928 1.221 -0.127  -0.221
6 C -4.236 2.299 0.684  -0.231
7 N -3.294 1.769 1.665  -0.117
8 C -2.952 2.783 2.668  -0.219
9 C -1.870 3.765 2.233  -0.162
10 C -0.455 3.212 2.346  -0.211
11 N -0.032 2.345 1.240  -0.137
12 C 0.403 3.056 0.038  -0.210
13 C -0.627 3.146 -1.087  -0.214
14 N -1.049 1.833 -1.560  -0.231
15 C -1.770 1.807 -2.833  -0.239
16 H -3.569 2.751 -2.054  0.099
17 H -3.659 2.215 -3.706  0.116
18 H -3.514 -0.209 -2.824  0.086
19 H -5.033 0.697 -2.708  0.115
20 H -4.339 -0.615 -0.757  0.073
21 H -5.524 0.611 0.554  0.092
22 H -5.642 1.709 -0.802  0.121
23 H -5.026 2.891 1.172  0.121
24 H -3.699 2.988 0.026  0.094
25 H -3.707 0.971 2.141  0.038
26 H -2.605 2.274 3.566  0.093
27 H -3.854 3.348 2.945  0.113
28 H -1.936 4.639 2.887  0.116
29 H -2.064 4.141 1.224  0.094
30 H -0.390 2.615 3.259  0.116
31 H 0.251 4.047 2.451  0.114
32 H 0.720 1.772 1.608  0.090
33 H 1.289 2.554 -0.363  0.102
34 H 0.706 4.083 0.277  0.121
35 H -0.174 3.715 -1.912  0.121
36 H -1.515 3.696 -0.765  0.100
37 H -0.201 1.289 -1.704  -0.021
38 H -1.554 0.835 -3.285  0.087
39 H -1.359 2.580 -3.501  0.116
40 S -1.159 -1.936 -2.165  0.374
41 C 0.303 -2.440 -2.982  -0.741
42 C 0.182 -3.481 -3.921  -0.138
43 C 1.260 -3.919 -4.666  -0.093
44 C 2.513 -3.330 -4.516  -0.100
45 C 2.659 -2.314 -3.590  -0.138
46 C 1.582 -1.880 -2.811  -0.427
47 As 1.882 -0.468 -1.529  1.294
48 C 2.727 0.881 -2.642  -0.385
49 C 4.055 1.277 -2.517  -0.098
50 C 4.557 2.302 -3.310  -0.083
51 C 3.741 2.932 -4.237  -0.092
52 C 2.418 2.532 -4.378  -0.083
53 C 1.914 1.514 -3.583  -0.120
54 C 3.366 -1.087 -0.443  -0.411
55 C 3.803 -0.239 0.574  -0.147
56 C 4.782 -0.649 1.466  -0.083
57 C 5.328 -1.922 1.356  -0.087
58 C 4.894 -2.774 0.351  -0.077
59 C 3.917 -2.358 -0.545  -0.103
60 H -0.790 -3.933 -4.061  0.088
61 H 1.119 -4.722 -5.381  0.101
62 H 3.355 -3.658 -5.112  0.096
63 H 3.625 -1.836 -3.462  0.102
64 H 4.700 0.782 -1.802  0.093
65 H 5.593 2.601 -3.208  0.103
66 H 4.136 3.729 -4.856  0.101
67 H 1.782 3.010 -5.113  0.103
68 H 0.886 1.190 -3.718  0.091
69 H 3.370 0.751 0.681  0.099
70 H 5.109 0.019 2.253  0.105
71 H 6.086 -2.250 2.057  0.102
72 H 5.311 -3.769 0.265  0.105
73 H 3.574 -3.035 -1.319  0.096
74 C -0.165 -3.840 2.634  -0.102
75 N 0.146 -2.856 1.614  -0.273
76 C 0.742 -3.522 0.471  -0.116
77 C 1.021 -1.807 2.141  -0.231
78 C 0.388 -1.121 3.328  -0.321
79 C 1.038 -1.217 4.558  -0.075
80 C 0.444 -0.719 5.710  -0.114
81 C -0.818 -0.157 5.616  -0.121
82 C -1.440 -0.055 4.370  -0.195
83 C -0.873 -0.499 3.163  -0.230
84 H 0.736 -4.376 2.978  0.096
85 H -0.859 -4.577 2.226  0.079
86 H -0.614 -3.357 3.503  0.083
87 H 1.688 -4.025 0.733  0.093
88 H 0.941 -2.804 -0.315  0.015
89 H 0.048 -4.259 0.063  0.089
90 H 1.214 -1.097 1.323  0.047
91 H 2.015 -2.212 2.405  0.121
92 H 2.010 -1.702 4.620  0.102
93 H 0.946 -0.798 6.668  0.092
94 H -1.320 0.201 6.511  0.091
95 H -2.441 0.385 4.372  0.059
96 Cl -4.741 -1.442 2.429  0.566
97 C -3.423 -2.629 2.283  -0.975
98 Cl -3.112 -3.024 0.591  0.524
99 H -3.740 -3.515 2.815  0.035
100 H -2.535 -2.152 2.698  -0.029

Atoms 1-2, force components in eV/Å:
Ba -0.2 -0.8 1.2
C 0.0 0.1 0.0

***

# 2
ORCA calculation (ωB97M-V/def2-TZVPD) on one molecule with the formula C5H7NO.

Summary:
Highest occupied orbital energy in eV: -9.06
Orbital gap in eV: 10.049

Last column: natural (NBO) charge in e.
CARTESIAN COORDINATES (ANGSTROEM)
1 C -1.782 -0.076 -0.015  -0.589
2 C -0.376 0.271 -0.510  -0.334
3 C 0.403 1.216 0.367  -0.281
4 C 1.511 0.602 0.760  0.122
5 N 0.317 -2.038 -1.095  -0.677
6 C 0.536 -0.947 -0.507  0.572
7 O 1.649 -0.684 0.269  -0.493
8 H -2.430 0.807 -0.039  0.210
9 H -1.750 -0.453 1.012  0.211
10 H -2.215 -0.850 -0.655  0.231
11 H -0.445 0.648 -1.538  0.239
12 H 0.104 2.222 0.630  0.229
13 H 2.327 0.923 1.394  0.209
14 H 1.069 -2.705 -0.925  0.352

Atoms 1-2, force components in eV/Å:
C -0.1 0.0 0.0
C 0.0 0.0 0.0

***

# 3
ORCA calculation (ωB97M-V/def2-TZVPD) on C16H20NNiOSSbSe4 as an isolated structure.

Summary:
Highest occupied orbital energy (spin up / spin down) in eV: -7.14 / -7.25
Orbital gap (spin up / spin down) in eV: 4.333 / 4.461

Last column: natural (NBO) charge in e.
CARTESIAN COORDINATES (ANGSTROEM)
1 Ni 0.008 0.476 0.839  0.846
2 C 2.604 -0.215 -0.444  -0.432
3 N 1.984 0.756 0.470  -0.437
4 C 2.590 0.617 1.805  -0.433
5 C 2.253 2.129 -0.037  -0.244
6 C 1.048 2.991 0.204  -0.114
7 C 1.084 4.371 0.057  -0.211
8 C -0.059 5.123 0.253  -0.215
9 C -1.243 4.493 0.590  -0.216
10 C -1.291 3.113 0.732  -0.270
11 C -0.148 2.341 0.542  -0.158
12 H 3.650 0.052 -0.628  0.193
13 H 2.065 -0.232 -1.394  0.216
14 H 2.579 -1.220 -0.019  0.237
15 H 3.672 0.786 1.754  0.193
16 H 2.413 -0.390 2.195  0.225
17 H 2.143 1.345 2.484  0.222
18 H 2.448 2.085 -1.113  0.216
19 H 3.146 2.539 0.449  0.206
20 H 2.013 4.853 -0.210  0.205
21 H -0.028 6.196 0.141  0.212
22 H -2.141 5.072 0.743  0.210
23 H -2.230 2.647 1.000  0.224
24 C -4.159 -0.401 0.142  -0.799
25 S -2.602 -0.905 0.959  1.279
26 O -1.913 0.420 1.183  -0.996
27 C -1.715 -1.568 -0.466  -0.146
28 C -0.913 -2.713 -0.013  -0.461
29 C -0.132 -3.436 -1.091  -0.422
30 C -0.033 -2.719 -2.375  -0.133
31 C -0.697 -1.585 -2.636  -0.266
32 C -1.580 -0.987 -1.664  -0.230
33 H -3.962 0.360 -0.603  0.237
34 H -4.807 -0.010 0.919  0.242
35 H -4.612 -1.280 -0.303  0.243
36 H -1.564 -3.404 0.536  0.269
37 H 0.877 -3.696 -0.749  0.287
38 H 0.621 -3.167 -3.108  0.227
39 H -0.583 -1.086 -3.586  0.222
40 H -2.124 -0.095 -1.940  0.227
41 Se 2.473 -5.523 0.629  -0.687
42 Sb 0.122 -6.271 0.924  0.712
43 Se -0.970 -5.261 -1.361  -0.140
44 Se -0.537 -4.620 2.751  -0.199
45 Se 0.252 -1.982 1.434  -0.142

Atoms 1-2, force components in eV/Å:
Ni 0.0 0.7 0.1
C 0.1 -0.4 -0.2

***

Calculated relative energy (zero: lowest compared OMol25 entry of this formula, charge and spin) (eV), listed in the same order as above: 0.097, 0.845, 2.301